Entry 1:
Entry from OMol25: a molecular structure, C33H76ClNNbO21PS5 at a distorted geometry (the ωB97M-V functional and the def2-TZVPD basis).

Calculated values
HOMO   -0.9 eV
2S+1   1
Charge   -2
Maximum force   8.26 eV Å⁻¹

Cartesian coordinates (Å):
C -0.5940 2.8502 7.3040
C -1.6878 4.0439 7.0197
P -2.0536 4.3394 5.1482
C -0.3287 4.2996 4.2785
Nb -3.5852 2.4816 4.2327
Cl -4.3398 1.8491 6.5763
C -2.8735 3.0635 2.1461
C -3.3126 2.0349 0.9470
C -2.3285 0.6879 0.8322
C -2.9523 -0.4329 -0.1978
C -1.8482 -1.4118 -0.9076
C -0.9387 -2.3088 0.1155
C -1.6976 -2.8049 1.4811
C -0.5619 -3.6177 2.4025
O 0.2555 -4.5576 1.6198
C 1.4914 -4.9299 2.3861
C 3.0092 -4.7248 1.7546
O 1.3479 -5.4647 3.6058
C -5.2953 4.0104 4.2358
C -6.0390 4.2001 2.7873
C -7.6540 3.8633 3.0558
C -6.0017 5.8384 2.4532
O -4.7854 0.9329 3.4518
N -6.0496 0.9736 3.9103
O -6.6094 0.0444 3.2994
C -1.8511 1.0354 4.5260
O -1.9486 0.1307 5.5393
O -0.6274 0.9416 3.7062
H 0.2925 3.3022 7.9526
H -1.1159 2.0442 7.9962
H -0.1567 2.3417 6.3457
H -1.1792 5.0510 7.3993
H -2.6772 3.8837 7.6664
H 0.3207 5.1288 4.8156
H 0.2510 3.2877 4.4252
H -0.3940 4.5979 3.1245
H -3.2918 4.1498 1.8948
H -1.6969 3.1485 2.1073
H -3.1891 2.6090 -0.0885
H -4.4566 1.7124 0.9819
H -1.2169 0.9836 0.6044
H -2.3688 0.2000 1.9134
H -3.7731 -1.0453 0.3684
H -3.4585 0.1899 -1.0827
H -1.1060 -0.8590 -1.6414
H -2.4608 -2.1786 -1.5822
H -0.6519 -3.3019 -0.4806
H 0.1100 -1.7935 0.3526
H -2.0932 -1.9459 2.1730
H -2.6362 -3.5074 1.2703
H 0.1087 -2.7853 2.9297
H -1.1183 -4.1732 3.2882
H 3.0475 -5.3305 0.7316
H 3.7653 -5.2261 2.5162
H 3.3112 -3.5999 1.6295
H -4.8777 5.0415 4.6324
H -6.0907 3.6538 5.0431
H -5.6102 3.5474 1.9155
H -8.2514 4.3279 2.1453
H -8.0051 4.4458 4.0171
H -7.8777 2.7169 3.1267
H -4.9870 6.1559 1.9224
H -6.1277 6.4163 3.4825
H -6.9587 6.0803 1.8246
O 6.0402 -7.2239 -0.4444
S 6.0380 -8.6703 -0.4193
O 5.0053 -9.4503 -1.0688
O 6.1820 -9.1751 1.1231
C 5.2427 -8.7093 2.0827
C 3.9051 -9.4111 1.9374
C 7.6143 -9.2508 -0.9936
H 5.1296 -7.6219 2.0181
H 5.6566 -8.9326 3.0719
H 3.4218 -9.1462 0.9923
H 3.2296 -9.1309 2.7504
H 4.0358 -10.4977 1.9400
H 8.4039 -8.6994 -0.4812
H 7.6671 -9.0705 -2.0696
H 7.6916 -10.3213 -0.7929
O 11.8778 -12.9494 0.4542
S 10.5083 -12.6025 0.7653
O 9.9377 -11.3212 0.4055
O 10.2401 -12.8676 2.3503
C 11.0886 -12.2359 3.2997
C 10.7552 -10.7632 3.4501
C 9.4433 -13.8782 0.1409
H 12.1413 -12.3796 3.0343
H 10.9262 -12.7379 4.2596
H 10.9828 -10.2121 2.5328
H 11.3333 -10.3156 4.2633
H 9.6884 -10.6265 3.6528
H 9.8394 -14.8495 0.4403
H 9.4263 -13.7985 -0.9483
H 8.4381 -13.7263 0.5395
O -2.8149 7.2184 -0.3368
S -3.9993 8.0453 -0.4148
O -5.3294 7.4794 -0.5013
O -3.8128 9.1283 -1.6177
C -3.5128 8.6518 -2.9227
C -4.7383 8.0598 -3.5937
C -3.9754 9.2005 0.9330
H -2.6894 7.9303 -2.8919
H -3.1670 9.5114 -3.5068
H -5.0652 7.1487 -3.0838
H -4.5247 7.8037 -4.6352
H -5.5747 8.7648 -3.5635
H -2.9901 9.6657 0.9845
H -4.1789 8.6477 1.8529
H -4.7533 9.9494 0.7708
O -2.3071 5.2520 -5.2929
S -2.6611 4.0314 -4.6018
O -1.8601 2.8293 -4.7025
O -4.2098 3.6577 -4.9432
C -4.5950 3.5288 -6.3053
C -4.1078 2.2202 -6.8993
C -2.8933 4.3999 -2.8808
H -4.2434 4.3855 -6.8900
H -5.6898 3.5469 -6.3325
H -3.0159 2.1993 -6.9642
H -4.5072 2.0794 -7.9075
H -4.4106 1.3747 -6.2738
H -3.5301 5.2808 -2.7890
H -1.9118 4.5982 -2.4443
H -3.3485 3.5359 -2.3923
O 2.2898 6.7177 -9.1921
S 2.2876 5.2713 -9.1671
O 1.2548 4.4913 -9.8166
O 2.4316 4.7665 -7.6247
C 1.4922 5.2322 -6.6651
C 0.1547 4.5305 -6.8104
C 3.8639 4.6908 -9.7414
H 1.3792 6.3196 -6.7297
H 1.9062 5.0090 -5.6759
H -0.3286 4.7954 -7.7555
H -0.5208 4.8107 -5.9974
H 0.2854 3.4439 -6.8078
H 4.6535 5.2422 -9.2290
H 3.9167 4.8711 -10.8174
H 3.9412 3.6203 -9.5407

Cartesian forces, eV/Å:
C -0.169 -0.093 1.196
C 1.170 0.351 1.073
P 0.684 -0.100 0.082
C 1.503 0.364 0.261
Nb -0.297 -1.233 -0.482
Cl 0.152 0.613 -0.777
C 0.527 0.509 -1.200
C 0.420 -0.129 -1.219
C -1.222 -0.373 1.345
C 0.522 1.284 -0.709
C -0.326 -0.764 -0.027
C 0.086 -0.749 -0.426
C 0.902 -0.757 0.325
C -1.667 1.692 1.850
O 3.519 -0.006 2.002
C -1.779 -1.967 5.072
C -0.645 -0.921 0.080
O 1.032 3.275 -7.509
C -0.689 1.168 0.911
C -1.221 1.241 1.557
C 0.339 0.633 -0.965
C -0.252 -0.674 0.264
O 0.526 1.839 1.201
N 0.253 -4.068 -3.458
O -0.660 2.299 2.130
C 5.780 -4.510 1.831
O -0.211 3.941 -4.421
O -5.423 1.065 2.816
H -1.646 -0.908 -1.391
H 1.160 1.423 -1.718
H -1.060 0.912 1.861
H -1.147 -1.905 -0.716
H 2.119 0.308 -1.789
H -1.174 -1.400 -1.091
H -1.338 1.747 -0.638
H -0.037 -0.779 2.637
H 0.733 -2.088 0.458
H -2.291 -0.290 0.211
H -0.272 -1.035 1.854
H 2.446 0.526 0.162
H -2.199 -0.536 0.386
H 0.553 1.163 -2.232
H 1.557 1.088 -1.182
H 0.804 -1.474 1.764
H -1.637 -0.790 1.541
H 1.235 1.567 1.334
H -0.528 2.096 1.292
H -2.473 -0.893 -0.212
H 0.999 -1.483 -1.402
H 2.144 1.390 0.172
H -1.273 -1.789 -1.332
H 1.219 0.956 -1.937
H -0.030 1.579 2.098
H -1.837 1.056 -1.556
H -0.947 -2.202 0.070
H -0.993 -1.919 -0.896
H 1.595 0.647 -1.685
H -0.835 1.318 1.593
H 0.937 -1.099 1.686
H 0.762 -1.316 -1.819
H 0.473 2.253 0.034
H -2.267 -0.631 1.095
H 0.413 -1.246 -2.164
H 2.026 -0.172 0.716
O -0.401 -1.099 0.019
S 0.130 -0.225 0.314
O 0.647 0.894 0.458
O 0.625 0.094 -1.306
C -0.980 0.278 0.726
C -0.270 -0.012 -0.243
C 0.027 -0.093 0.156
H 0.086 -0.110 -0.131
H 0.248 -0.008 -0.334
H 0.054 -0.011 0.156
H 0.141 0.012 -0.041
H 0.032 0.131 0.079
H -0.145 -0.109 -0.021
H -0.181 0.064 0.166
H -0.011 0.212 0.034
O -0.896 0.639 0.271
S -0.289 -0.110 0.404
O 0.793 -0.917 0.171
O -0.218 -0.384 -1.372
C 0.606 0.728 0.760
C -0.030 0.292 -0.230
C -0.079 -0.058 0.167
H -0.145 -0.054 -0.133
H -0.145 -0.179 -0.359
H -0.010 -0.074 0.140
H -0.059 -0.131 -0.035
H 0.159 -0.061 0.047
H -0.015 0.171 0.001
H 0.115 0.122 0.171
H 0.180 0.033 -0.028
O -1.073 0.418 -0.463
S -0.243 0.003 0.288
O 1.350 0.277 -0.211
O -0.013 -0.071 1.020
C 0.019 -0.423 -0.915
C -0.218 -0.281 0.015
C 0.029 0.171 -0.100
H -0.074 0.047 0.142
H -0.010 0.020 0.389
H 0.021 0.126 -0.063
H 0.074 0.070 0.086
H 0.144 -0.041 -0.020
H -0.112 -0.107 -0.061
H 0.016 -0.128 -0.215
H 0.096 -0.164 -0.041
O -0.436 -0.687 0.078
S -0.665 -0.625 1.117
O -0.431 1.215 -0.445
O 0.851 0.475 0.610
C -0.185 -0.285 -0.940
C 0.333 -0.190 -0.052
C -0.157 -0.039 -0.131
H 0.075 -0.014 0.163
H 0.194 0.118 0.345
H -0.149 0.012 0.000
H -0.050 0.065 0.099
H -0.035 0.149 -0.089
H 0.068 -0.128 -0.030
H -0.082 -0.061 -0.155
H 0.089 0.093 -0.083
O -0.340 -0.982 -0.088
S -0.090 -0.496 0.782
O 0.731 0.976 0.349
O 0.850 0.196 -1.683
C -1.201 0.196 0.787
C -0.028 -0.001 -0.136
C 0.092 -0.082 0.126
H 0.119 -0.094 -0.144
H 0.250 -0.034 -0.349
H 0.036 0.030 0.122
H 0.508 -0.067 -0.367
H 0.035 0.135 0.106
H -0.157 -0.062 -0.023
H -0.163 0.043 0.166
H -0.080 0.182 0.007

Atomic partial charges in e from the Löwdin method, atoms 1 to 99: -0.209, -0.549, 0.621, -0.434, 1.436, -0.116, -0.364, -0.294, -0.210, -0.226, -0.235, -0.222, -0.155, -0.194, -0.141, -0.274, -0.021, -0.044, -0.434, -0.427, -0.144, -0.132, -0.401, -0.153, -0.097, -0.631, -0.306, -0.373, 0.055, 0.072, 0.054, 0.043, 0.038, 0.017, 0.020, 0.032, 0.049, 0.043, 0.077, 0.094, 0.122, 0.083, 0.114, 0.103, 0.106, 0.101, 0.105, 0.126, 0.118, 0.123, 0.154, 0.134, 0.097, 0.085, 0.096, 0.007, 0.027, 0.099, 0.058, 0.079, 0.061, 0.063, 0.080, 0.058, -0.286, 0.622, -0.292, -0.270, -0.274, -0.074, -0.128, 0.108, 0.123, 0.072, 0.085, 0.081, 0.075, 0.077, 0.058, -0.286, 0.627, -0.292, -0.266, -0.278, -0.075, -0.122, 0.116, 0.123, 0.071, 0.082, 0.087, 0.074, 0.077, 0.077, -0.281, 0.604, -0.291, -0.272, -0.276



Entry 2:
Entry from OMol25: a molecular structure, C26H33AsBrFNO4Si2W at a distorted geometry (the ωB97M-V functional and the def2-TZVPD basis).

Calculated values
ΔE to the lowest compared entry with this formula, charge and spin   47.8 kcal per mole
HOMO   -4.0 eV
2S+1   1
Charge   -1
Maximum force   8.83 eV Å⁻¹

Cartesian coordinates (Å):
W 0.2204 -0.0913 0.1204
C -0.5267 -2.8063 4.2847
C -1.5812 -2.3690 3.5031
C -1.3449 -1.5247 2.4304
C -0.0629 -1.0595 2.0847
C 0.9729 -1.5208 2.9181
C 0.7535 -2.3667 3.9932
H -0.7043 -3.4841 5.1071
H -2.5932 -2.6814 3.7253
H -2.2110 -1.1869 1.8515
H 1.9955 -1.1910 2.7094
H 1.5894 -2.6803 4.6021
F -2.5231 3.0596 4.8979
C -1.8801 2.5149 3.8259
C -0.5066 2.3706 3.8600
C 0.1219 1.8016 2.7688
C -0.5523 1.3665 1.6073
C -1.9498 1.5665 1.6449
C -2.6157 2.1195 2.7285
H 0.0584 2.6939 4.7202
H 1.2041 1.6744 2.8121
H -2.5471 1.2827 0.7741
H -3.6892 2.2492 2.7311
C 2.7674 3.6834 -1.7943
Si 1.9923 3.0924 -0.1198
C 0.2678 3.9340 0.0446
C 3.0829 4.0635 1.1572
As 2.4085 0.8143 0.1800
Si -1.1587 1.2952 -2.5178
C -1.6120 3.0635 -3.0531
C 0.5147 0.6471 -3.1988
C -2.5575 0.1130 -3.0832
H 2.8731 4.7616 -1.8436
H 2.1971 3.3654 -2.6608
H 3.7552 3.2353 -1.8574
H -0.0152 4.0520 1.0856
H -0.5008 3.3349 -0.4317
H 0.2608 4.9182 -0.4113
H 3.2208 5.1074 0.8981
H 4.0547 3.5798 1.2054
H 2.6395 4.0292 2.1449
H -0.7780 3.7511 -2.9977
H -2.4044 3.4502 -2.4215
H -1.9817 3.0621 -4.0720
H 1.3167 1.3896 -3.1916
H 0.4347 0.2557 -4.2201
H 0.1956 -1.3228 -2.4320
H -3.5365 0.4836 -2.7952
H -2.4310 -0.8599 -2.6135
H -2.5590 -0.0293 -4.1603
C 2.5005 -1.8416 -3.2303
O 2.2116 -0.8964 -2.2351
C 0.8549 -0.4515 -2.1894
O -0.8734 1.1425 -0.9561
H 3.5595 -2.0729 -3.1434
H 2.2968 -1.4514 -4.2348
H 1.9147 -2.7597 -3.0788
Br -3.1581 -6.6356 -1.3801
C -1.5384 -5.7255 -0.9369
C -0.3892 -6.4862 -0.7306
N 0.7695 -5.9082 -0.3887
C 0.8109 -4.6169 -0.2404
C -0.3017 -3.7463 -0.4518
C -1.5344 -4.3633 -0.8299
C -0.1322 -2.3677 -0.2881
O -1.0792 -1.4540 -0.4271
O 1.0411 -1.8672 0.0189
H -0.3814 -7.5592 -0.8482
H 1.7591 -4.1893 0.0598
H -2.4059 -3.7576 -1.0296

Cartesian forces, eV/Å:
W 1.516 8.700 -0.223
C -0.055 -0.142 0.139
C 0.038 0.000 -0.010
C -0.182 0.424 -0.250
C -0.340 -0.976 0.467
C 0.350 0.503 -0.416
C -0.045 0.096 -0.031
H 0.004 -0.039 0.129
H -0.071 -0.043 0.020
H 0.271 -0.123 0.134
H -0.266 -0.133 0.034
H 0.096 -0.064 0.062
F 0.040 -0.022 -0.040
C 0.000 -0.086 -0.087
C -0.203 0.181 -0.044
C 0.274 -0.207 -0.659
C -0.909 -0.167 0.925
C 0.398 -0.023 -0.592
C 0.017 0.201 0.242
H 0.019 0.055 0.147
H -0.139 -0.059 0.018
H 0.152 0.014 0.233
H -0.073 0.010 -0.006
C -0.360 -0.723 0.580
Si -0.095 1.956 0.064
C 0.447 -0.610 -0.161
C -0.321 -0.911 -0.372
As 0.615 -0.120 0.233
Si 0.381 -0.376 -1.844
C 0.090 -0.675 0.308
C -0.401 0.014 0.270
C 0.459 0.431 0.298
H -0.059 0.276 0.195
H -0.104 -0.116 -0.170
H 0.208 -0.054 -0.128
H 0.035 -0.058 0.196
H -0.124 -0.046 0.004
H 0.251 0.285 -0.214
H -0.058 0.208 -0.271
H 0.262 0.025 0.088
H -0.128 -0.091 0.301
H 0.281 0.114 0.077
H -0.205 0.099 0.192
H -0.076 -0.065 -0.315
H -0.125 0.165 0.059
H 0.039 0.001 -0.056
H 0.328 0.117 0.026
H -0.220 0.133 0.073
H 0.104 -0.111 0.069
H 0.044 0.038 -0.225
C -0.215 0.253 0.111
O 0.080 0.065 -0.253
C -0.558 -0.774 0.559
O -0.566 0.183 1.707
H 0.106 -0.088 -0.065
H -0.004 -0.065 -0.072
H 0.004 -0.036 -0.072
Br 0.194 0.122 0.014
C -0.201 -1.033 -0.153
C 0.169 0.839 0.092
N -0.395 -1.477 -0.213
C -0.644 1.884 0.029
C -0.678 -3.760 -0.503
C 1.502 1.363 0.500
C 0.571 2.979 0.030
O 0.326 -4.688 -0.323
O -1.633 -3.807 -0.910
H -0.129 -0.087 -0.001
H -0.019 0.115 -0.010
H -0.067 0.009 0.070

Need the Löwdin charges? In units of e they are: 1.346, -0.127, -0.107, -0.124, -0.276, -0.122, -0.112, 0.086, 0.092, 0.098, 0.080, 0.090, 0.018, -0.289, -0.026, -0.157, -0.335, -0.135, -0.030, 0.108, 0.071, 0.096, 0.106, -0.237, 0.249, -0.210, -0.245, 0.758, 0.375, -0.159, -0.208, -0.149, 0.013, -0.008, 0.010, 0.015, -0.018, 0.020, 0.012, 0.003, 0.003, 0.014, 0.025, 0.017, 0.056, 0.064, 0.089, 0.018, 0.007, 0.020, -0.129, -0.335, -0.449, -0.501, 0.082, 0.079, 0.079, 0.712, -0.656, -0.168, 0.076, -0.053, -0.073, -0.016, -0.526, -0.150, -0.206, 0.099, 0.132, 0.122



Quick rundown of lowest unoccupied orbital energy, same order as above: 1.981 1.280 eV